# 1
{
  "formula": "C3H3IN2O",
  "method": "ωB97M-V with the def2-TZVPD basis set",
  "relative_energy_kj_mol": 133.29,
  "total_energy_ev": -16285.6147,
  "mol_weight_g_mol": 209.974,
  "gap_ev": [6.935, 7.602],
  "homo_ev": [-9.177, -9.533],
  "species": ["H", "C", "H", "C", "N", "N", "H", "O", "C", "I"],
  "positions_angstrom": [[1.898, -1.293, 0.317], [-0.332, 1.143, -0.034], [1.626, 1.327, 1.072], [1.108, -0.587, 0.149], [0.001, -0.938, -0.591], [-0.861, 0.023, -0.726], [-0.178, -1.832, -1.032], [-0.871, 2.221, 0.037], [0.978, 0.712, 0.484], [-3.368, -0.775, 0.325]]
}

# 2
{
  "formula": "C3H3IN2OS",
  "method": "ωB97M-V with the def2-TZVPD basis set",
  "relative_energy_kj_mol": 609.37,
  "total_energy_ev": -27115.7027,
  "mol_weight_g_mol": 242.041,
  "gap_ev": 6.840,
  "homo_ev": -7.794,
  "species": ["C", "N", "H", "H", "C", "S", "H", "N", "I", "C", "O"],
  "positions_angstrom": [[0.852, -1.920, 1.176], [0.023, 1.193, -0.396], [0.469, 1.725, -1.197], [-0.638, 1.718, 0.090], [0.428, -0.037, -0.098], [1.887, -0.483, -1.422], [0.410, -2.898, 1.434], [0.206, -0.816, 0.905], [3.023, -1.667, 0.995], [2.221, -2.072, -0.912], [1.171, -0.536, -2.709]]
}

# 3
{
  "formula": "C3H3IO",
  "method": "ωB97M-V with the def2-TZVPD basis set",
  "relative_energy_kj_mol": 152.63,
  "total_energy_ev": -13304.5684,
  "mol_weight_g_mol": 181.960,
  "gap_ev": 9.269,
  "homo_ev": -9.559,
  "smiles": "C#CC=O.I",
  "species": ["C", "I", "C", "H", "H", "O", "H", "C"],
  "positions_angstrom": [[-0.298, -1.232, 0.290], [2.751, 0.876, 0.708], [-0.725, 0.183, 0.133], [1.460, 0.469, -0.234], [-1.624, 2.017, -0.885], [0.687, -1.566, -0.324], [-1.048, -1.906, 0.719], [-1.203, 1.159, -0.408]]
}

# 4
{
  "formula": "C3H3IO",
  "method": "ωB97M-V with the def2-TZVPD basis set",
  "relative_energy_kj_mol": 309.07,
  "total_energy_ev": -13302.9471,
  "mol_weight_g_mol": 181.960,
  "gap_ev": [7.988, 7.925],
  "homo_ev": [-8.407, -8.386],
  "species": ["H", "C", "H", "I", "C", "C", "H", "O"],
  "positions_angstrom": [[-0.997, 1.272, 1.870], [-1.107, 0.744, 1.021], [-2.054, 0.797, 0.444], [1.614, -0.616, 1.739], [-0.119, -0.026, 0.588], [0.741, -0.648, -1.671], [1.686, -1.039, -1.287], [0.237, -0.483, -2.705]]
}

# 5
{
  "formula": "C3H3IO",
  "method": "ωB97M-V with the def2-TZVPD basis set",
  "relative_energy_kj_mol": 492.24,
  "total_energy_ev": -13301.0487,
  "mol_weight_g_mol": 181.960,
  "gap_ev": 8.084,
  "homo_ev": -8.771,
  "species": ["H", "H", "H", "C", "O", "C", "I", "C"],
  "positions_angstrom": [[2.006, -1.279, 0.293], [2.068, 0.656, 0.068], [1.049, -0.308, -1.016], [1.511, -0.350, 0.029], [-2.709, 1.786, -0.641], [0.111, -0.255, 0.459], [-2.989, 0.373, 0.425], [-1.048, -0.623, 0.383]]
}

# 6
{
  "formula": "C3H3IO2",
  "method": "ωB97M-V with the def2-TZVPD basis set",
  "relative_energy_kj_mol": 217.46,
  "total_energy_ev": -15352.2828,
  "mol_weight_g_mol": 197.959,
  "gap_ev": 8.848,
  "homo_ev": -9.252,
  "smiles": "O=C=CCOI",
  "species": ["O", "H", "C", "H", "O", "C", "I", "H", "C"],
  "positions_angstrom": [[-1.652, 2.489, -0.241], [0.742, 0.649, 1.101], [-0.171, 0.648, 0.414], [-0.613, -1.381, 0.260], [1.147, -1.081, -0.679], [-0.913, 1.635, 0.059], [2.444, -1.681, 0.543], [-0.795, -0.613, -1.145], [-0.189, -0.666, -0.310]]
}